Entry 1:
# C29H25BrCrIN9O2S2

A molecular structure, C29H25BrCrIN9O2S2 (the ωB97M-V functional and the def2-TZVPD basis, the Open Molecules 2025 dataset).

The geometry in XYZ format:
```
70
Properties=species:S:1:pos:R:3:mulliken_spin:R:1
Cr -0.308 0.903 0.216 1.12
C -1.065 3.253 4.900 0.00
S 0.609 3.249 4.234 0.00
C 0.411 2.552 2.660 -0.01
S -1.146 2.070 2.069 -0.04
N 1.541 2.440 2.009 -0.01
N 1.391 1.794 0.827 -0.05
C 2.408 1.675 0.051 0.04
C 2.205 0.925 -1.182 0.01
C 3.221 0.711 -2.101 0.01
C 2.968 -0.099 -3.197 0.00
C 1.713 -0.666 -3.342 0.01
C 0.741 -0.386 -2.396 0.00
N 0.971 0.398 -1.344 -0.02
H -1.008 3.844 5.813 0.00
H -1.391 2.242 5.135 0.00
H -1.761 3.725 4.213 0.00
H 3.373 2.085 0.326 0.00
H 4.195 1.151 -1.936 0.00
H 3.749 -0.302 -3.919 0.00
H 1.484 -1.327 -4.166 0.00
H -0.252 -0.810 -2.474 0.00
N -1.794 -2.128 -0.304 0.00
C -2.507 -1.140 -0.837 0.00
N -3.649 -1.455 -1.441 0.00
C -4.307 -0.452 -2.011 0.00
N -5.482 -0.711 -2.586 0.00
N -3.864 0.827 -2.075 0.00
C -2.740 1.040 -1.442 0.00
N -2.021 0.136 -0.756 -0.02
C -2.153 2.396 -1.508 0.00
C -2.781 3.434 -2.174 0.00
C -2.157 4.669 -2.211 0.00
C -0.931 4.821 -1.583 0.00
C -0.373 3.736 -0.932 0.00
N -0.969 2.542 -0.897 -0.03
H -2.193 -3.050 -0.322 0.00
H -0.993 -1.918 0.281 0.00
H -5.860 -1.641 -2.543 0.00
H -6.005 0.035 -3.006 0.00
H -3.735 3.250 -2.643 0.00
H -2.622 5.503 -2.719 0.00
H -0.411 5.768 -1.582 0.00
H 0.567 3.824 -0.405 0.00
O 1.629 -0.868 2.659 0.00
C 0.443 -0.833 2.438 -0.01
O -0.031 -0.625 1.197 -0.01
C -0.586 -1.030 3.498 0.01
C -1.950 -1.044 3.219 0.00
C -2.865 -1.223 4.242 0.00
C -2.422 -1.380 5.549 0.00
C -1.062 -1.365 5.831 0.00
C -0.144 -1.193 4.808 0.00
H -2.293 -0.902 2.204 0.00
H -3.925 -1.234 4.024 0.00
H -3.138 -1.518 6.348 0.00
H -0.717 -1.491 6.849 0.00
H 0.920 -1.180 5.005 0.00
Br 1.016 -3.966 -1.856 0.00
C 2.853 -3.750 -2.267 0.00
C 3.298 -4.276 -3.473 0.00
C 4.626 -4.138 -3.840 0.00
C 5.509 -3.478 -2.998 0.00
C 5.060 -2.956 -1.796 0.00
C 3.725 -3.082 -1.417 0.00
I 3.116 -2.206 0.373 0.00
H 2.601 -4.797 -4.115 0.00
H 4.969 -4.554 -4.778 0.00
H 6.552 -3.376 -3.269 0.00
H 5.750 -2.448 -1.134 0.00
```

Calculated values
**Gap between HOMO and LUMO (spin up / spin down)**: 6.8766 / 7.0927 eV
**Total energy**: -6475.9220 Eh
**Charge**: +1
**E_HOMO (spin up / spin down)**: -10.646 / -10.697 eV
**LUMO level (spin up / spin down)**: -3.77 / -3.60 eV
**Multiplicity**: 2

---

Entry 2:
# C29H25BrFeI2N4O3

A molecular structure, C29H25BrFeI2N4O3 (the ωB97M-V functional and the def2-TZVPD basis, the Open Molecules 2025 dataset).

The geometry in XYZ format:
```
65
Properties=species:S:1:pos:R:3:mulliken_spin:R:1
Fe -0.064 1.088 -0.484 2.89
O -2.203 4.484 1.318 0.00
C -2.658 3.802 2.406 0.01
C -3.355 4.478 3.406 0.00
C -3.849 3.814 4.513 0.00
C -3.658 2.446 4.636 0.00
C -2.966 1.777 3.642 0.00
C -2.438 2.428 2.526 0.01
C -1.709 1.555 1.527 -0.01
O -1.124 2.230 0.469 -0.02
N -0.636 0.817 2.259 0.32
N 0.400 0.490 1.481 0.48
C 1.627 0.437 2.118 -0.08
C 2.684 -0.010 1.469 0.27
Br 1.995 2.542 -0.842 0.10
C 3.677 -0.473 0.764 -0.04
C 4.069 -1.894 0.671 0.01
C 5.206 -2.242 -0.053 -0.01
C 5.583 -3.573 -0.175 0.00
C 4.824 -4.567 0.422 -0.01
C 3.685 -4.228 1.143 0.00
C 3.310 -2.902 1.268 0.01
H -2.446 5.410 1.426 0.00
H -3.510 5.547 3.303 0.00
H -4.387 4.366 5.272 0.00
H -4.052 1.906 5.486 0.00
H -2.836 0.703 3.718 0.00
H -2.393 0.794 1.139 -0.01
H -0.400 1.167 3.183 0.01
H 1.697 0.807 3.137 0.00
H 4.242 0.244 0.169 0.02
H 5.796 -1.465 -0.523 0.00
H 6.470 -3.831 -0.739 0.00
H 5.115 -5.605 0.326 0.00
H 3.086 -5.001 1.607 0.00
H 2.420 -2.638 1.829 -0.01
I -1.694 -6.431 -1.254 0.00
C -1.639 -4.361 -1.044 0.01
C -2.806 -3.656 -0.789 0.00
C -2.756 -2.280 -0.659 0.02
I -4.508 -1.227 -0.272 0.00
C -1.554 -1.552 -0.763 0.02
O -1.555 -0.252 -0.665 0.08
C -0.383 -2.304 -1.018 -0.01
C 0.961 -1.632 -1.077 0.02
N 0.932 -0.266 -1.648 -0.07
C 0.403 -0.213 -3.027 -0.01
C -0.179 1.135 -3.351 0.01
C -0.201 1.658 -4.631 0.00
C -0.803 2.891 -4.833 0.00
C -1.357 3.566 -3.758 0.00
C -1.278 2.987 -2.504 0.01
N -0.713 1.798 -2.323 -0.01
C -0.437 -3.682 -1.164 -0.01
H -3.751 -4.172 -0.696 0.00
H 1.373 -1.523 -0.075 -0.01
H 1.660 -2.252 -1.648 0.00
H 1.881 0.102 -1.643 0.01
H 1.173 -0.482 -3.754 0.00
H -0.393 -0.959 -3.096 0.00
H 0.252 1.113 -5.448 0.00
H -0.827 3.326 -5.824 0.00
H -1.824 4.532 -3.879 0.00
H -1.657 3.462 -1.606 0.00
H 0.477 -4.229 -1.367 0.00
```

Calculated values
**Gap between HOMO and LUMO (spin up / spin down)**: 6.9231 / 6.8126 eV
**Total energy**: -5997.9218 Eh
**Charge**: 0
**E_HOMO (spin up / spin down)**: -7.582 / -7.582 eV
**LUMO level (spin up / spin down)**: -0.66 / -0.77 eV
**Multiplicity**: 5

---

Entry 3:
# C29H25CeNO6S3

A molecular structure, C29H25CeNO6S3 (the ωB97M-V functional and the def2-TZVPD basis, the Open Molecules 2025 dataset).

The geometry in XYZ format:
```
65
Properties=species:S:1:pos:R:3:nbo_charge:R:1
Ce -15.026 11.020 -8.935 1.28
C -16.959 13.046 -8.461 -0.26
C -16.064 13.710 -9.333 -0.28
C -16.111 13.029 -10.560 -0.33
C -17.058 12.000 -10.457 -0.31
C -17.565 11.949 -9.158 -0.36
H -17.189 13.194 -7.444 0.24
H -15.430 14.579 -9.121 0.23
H -15.643 13.351 -11.488 0.23
H -17.285 11.250 -11.296 0.25
H -18.286 11.248 -8.715 0.25
O -13.758 10.728 -5.111 -1.00
S -15.017 10.843 -5.815 2.59
O -14.968 12.070 -6.715 -0.99
O -15.153 9.811 -6.905 -1.01
O -16.277 10.772 -4.995 -1.00
C -11.847 4.709 -5.898 -0.60
C -12.867 5.856 -5.596 -0.07
C -14.125 5.636 -6.390 -0.61
C -13.159 5.643 -4.093 -0.60
C -12.221 7.240 -5.852 -0.05
C -10.997 7.496 -5.271 -0.17
C -10.256 8.609 -5.542 -0.24
C -10.820 9.580 -6.378 -0.21
S -10.280 11.197 -6.708 0.34
C -11.738 11.489 -7.622 0.18
N -12.502 10.457 -7.730 -0.41
C -12.090 9.388 -6.937 0.15
C -12.751 8.201 -6.686 -0.14
C -11.942 12.658 -8.513 -0.14
C -11.069 13.761 -8.564 -0.20
C -11.060 14.608 -9.665 -0.26
C -11.989 14.363 -10.642 -0.24
C -13.033 13.465 -10.434 -0.16
C -13.026 12.543 -9.376 -0.25
H -12.402 3.771 -5.732 0.19
H -10.974 4.681 -5.217 0.20
H -11.504 4.737 -6.952 0.21
H -14.554 4.641 -6.261 0.20
H -13.826 5.718 -7.419 0.22
H -14.897 6.438 -6.168 0.24
H -13.508 4.602 -3.965 0.19
H -13.985 6.264 -3.734 0.22
H -12.330 5.911 -3.383 0.20
H -10.552 6.819 -4.557 0.18
H -9.242 8.721 -5.091 0.20
H -13.720 8.173 -7.050 0.25
H -10.240 13.895 -7.842 0.19
H -10.229 15.266 -9.714 0.19
H -11.910 14.943 -11.627 0.18
H -13.743 13.324 -11.200 0.20
O -17.241 8.314 -11.413 -0.64
C -16.135 8.509 -10.939 0.83
O -15.841 9.202 -9.835 -0.77
C -14.880 8.010 -11.648 -0.19
C -15.120 6.782 -12.242 -0.16
C -14.135 6.166 -12.965 -0.27
C -12.889 6.701 -13.056 -0.23
C -12.668 7.957 -12.521 -0.21
C -13.656 8.662 -11.732 -0.12
S -13.301 10.235 -11.022 -0.14
H -16.095 6.312 -12.337 0.22
H -14.406 5.270 -13.452 0.18
H -12.055 6.227 -13.539 0.19
H -11.652 8.352 -12.616 0.20
```

Calculated values
**Gap between HOMO and LUMO**: 6.4610 eV
**Total energy**: -3296.1591 Eh
**Charge**: -2
**E_HOMO**: -2.241 eV
**LUMO level**: 4.22 eV

---

Energy above the lowest of the compared OMol25 structures with the same formula, charge and spin / kcal/mol: 0.00, 21.97, 24.92